Record 1
ORCA calculation (wB97M-V/def2-TZVPD) on the ion C5H7O3S with charge -1 in a non-equilibrium geometry.

```
! RIJCOSX wB97M-V def2-TZVPD def2/J DEFGRID3
* xyz -1 1
C -1.0383 -0.1502 0.8883
C -0.0318 0.1676 0.0335
C 0.0762 1.5094 -0.5059
C 1.0534 -0.7308 -0.2049
C 1.1248 -2.0099 -0.6408
S 2.6837 0.1081 0.2130
O 3.5835 -0.8719 0.6744
O 2.3138 1.2152 1.1394
O 2.9077 0.6297 -1.1431
H -1.9576 0.3621 1.1236
H -0.9629 -1.2417 1.1579
H -1.0584 1.8931 -0.6261
H 0.6310 1.5745 -1.4117
H 0.5717 2.0938 0.3013
H 2.0227 -2.4464 -0.8097
H 0.3820 -2.4472 -1.3292
*
```

- Molecular weight: 147.2 g mol⁻¹
- Relative energy (zero: lowest compared OMol25 entry of this formula, charge and spin): 1.744 eV
- Orbital gap: 8.96 eV
- Electronic energy: -22275.76769 eV

***

Record 2
ORCA calculation (wB97M-V/def2-TZVPD) on a cluster of 2 separate species, C3H10N2O3 in total in a non-equilibrium geometry.

```
! RIJCOSX wB97M-V def2-TZVPD def2/J DEFGRID3
* xyz 0 1
N 1.1237 1.1074 -1.3063
C 1.5855 -0.1459 -0.9705
O 2.7741 -0.3054 -1.0746
N 0.7717 -1.1329 -0.5290
C -0.6958 -1.0491 -0.5141
C -1.1355 -0.4510 0.8608
O -2.4216 -0.9592 1.1890
H 0.2865 1.3002 -1.8025
H 1.8708 1.8268 -1.3553
H 1.0944 -1.9862 -0.0666
H -1.1586 -2.0391 -0.6320
H -1.0653 -0.4436 -1.4219
H -0.5207 -0.9042 1.6463
H -1.1363 0.6721 0.8864
H -2.9459 -0.5009 1.8016
O 0.4684 2.1051 1.1023
H 0.3139 1.4163 1.7855
H 0.7909 1.4893 0.4009
*
```

- Molecular weight: 122.1 g mol⁻¹
- Relative energy (zero: lowest compared OMol25 entry of this formula, charge and spin): 1.343 eV
- Orbital gap: 10.49 eV
- Electronic energy: -12395.39166 eV

***

Record 3
ORCA calculation (wB97M-V/def2-TZVPD) on a structure of composition C9H9HfN3O6 in a non-equilibrium geometry.

```
! RIJCOSX wB97M-V def2-TZVPD def2/J DEFGRID3
* xyz 2 1
Hf -0.0284 0.1551 0.0000
O 0.1628 4.2531 0.0000
C -0.2272 3.1411 0.0000
O 0.5632 2.0132 0.0000
C -1.6750 2.7285 0.0000
C -2.7766 3.5481 0.0000
C -4.0338 2.9438 0.0000
C -4.1682 1.5530 0.0000
C -3.0202 0.8043 0.0000
N -1.8143 1.3955 0.0000
C -2.9053 -0.6939 0.0000
O -3.7974 -1.4623 0.0001
O -1.5634 -1.0421 0.0000
H -2.6553 4.6233 0.0000
H -4.9225 3.5632 0.0000
H -5.1354 1.0689 0.0000
C 4.7797 0.0394 0.0002
O 4.0331 -1.2372 0.0001
C 2.7610 -1.2165 0.0001
O 2.0577 -0.1542 0.0001
N 2.1422 -2.3971 0.0000
N 0.7466 -2.3381 0.0000
H 5.8179 -0.2606 0.0001
H 4.5269 0.5931 0.8977
H 4.5269 0.5932 -0.8972
H 2.6499 -3.2729 -0.0001
H 0.3774 -2.8243 0.8159
H 0.3774 -2.8242 -0.8160
*
```

- Molecular weight: 433.7 g mol⁻¹
- Relative energy (zero: lowest compared OMol25 entry of this formula, charge and spin): 0.036 eV
- Orbital gap: 7.82 eV
- Electronic energy: -27528.02053 eV

***

Record 4
ORCA calculation (wB97M-V/def2-TZVPD) on a cluster of 11 separate species, C44H121N11O11 in total in a non-equilibrium geometry.

```
! RIJCOSX wB97M-V def2-TZVPD def2/J DEFGRID3
* xyz 0 1
C -3.2657 -3.0806 4.0917
O -3.4915 -2.2602 5.2178
C -2.2883 -1.6988 5.6298
C -2.4365 -1.3203 7.0849
C -1.1400 -0.5769 7.5567
N -2.7725 -2.4650 7.9130
H -2.2769 -3.5910 4.1526
H -3.2201 -2.4254 3.1823
H -4.1047 -3.7420 4.0538
H -1.5103 -2.4383 5.5519
H -2.0211 -0.8199 5.0424
H -3.2113 -0.5756 7.2750
H -1.0758 -0.5338 8.6594
H -1.0454 0.4394 7.1879
H -0.2737 -1.1498 7.1944
H -3.7624 -2.6880 7.6883
H -2.2723 -3.2525 7.5843
C -0.8981 6.9139 3.4861
O -0.8879 5.5716 3.0192
C -1.4130 4.6174 3.8822
C -1.2459 3.2203 3.3079
C -2.0073 2.2692 4.2141
N 0.1022 2.7276 3.1620
H -0.4851 7.0131 4.4964
H -1.9400 7.2962 3.5491
H -0.3107 7.5049 2.8508
H -0.9338 4.6499 4.8882
H -2.4925 4.8426 4.0051
H -1.7498 3.1142 2.3251
H -3.0635 2.4758 4.0127
H -1.7557 2.1878 5.2994
H -1.8850 1.2515 3.7803
H 0.6935 3.3570 2.5745
H 0.5618 2.3929 4.0221
C -1.8312 -2.7137 -5.2725
O -2.5788 -1.5005 -5.1305
C -2.4764 -0.5500 -6.2002
C -3.6225 0.4875 -6.1480
C -3.7038 1.2095 -4.7530
N -4.9087 -0.2092 -6.3838
H -0.7781 -2.5710 -4.9703
H -1.9491 -3.1112 -6.2741
H -2.3105 -3.3663 -4.5208
H -1.4930 -0.0896 -6.1809
H -2.5292 -1.1177 -7.1230
H -3.4770 1.1978 -6.9491
H -3.7485 0.4690 -3.9867
H -4.5134 1.9436 -4.7521
H -2.7474 1.7831 -4.6957
H -4.8475 -1.2169 -6.3011
H -5.5490 -0.0453 -5.7013
C -1.9627 4.3869 -7.6392
O -0.6404 3.9212 -7.7930
C -0.3692 2.7773 -7.0731
C 0.9069 2.0759 -7.5603
C 1.3709 0.9407 -6.7030
N 1.9847 3.1709 -7.5488
H -2.6979 3.7494 -8.1334
H -1.9401 5.3590 -8.0893
H -2.1789 4.4891 -6.5962
H -0.2476 2.9437 -5.9935
H -1.2688 2.1164 -7.1633
H 0.7598 1.6190 -8.5431
H 1.5483 1.1961 -5.6979
H 2.4298 0.7492 -6.9623
H 0.8908 0.0275 -6.8317
H 1.6775 3.9742 -8.0658
H 2.8059 2.7706 -7.9412
C 5.6541 5.0271 -5.7319
O 4.7531 4.0828 -5.3042
C 4.4756 4.2015 -3.9375
C 3.5114 3.1114 -3.4766
C 4.0872 1.7358 -3.7586
N 2.2111 3.2804 -4.1352
H 5.6590 5.0588 -6.8275
H 6.6887 4.7323 -5.4182
H 5.4805 6.0241 -5.3728
H 5.3544 4.1112 -3.3251
H 4.1345 5.1862 -3.7060
H 3.3948 3.2248 -2.3892
H 3.4355 0.9505 -3.4679
H 5.0125 1.6056 -3.1422
H 4.4311 1.7158 -4.8155
H 2.3915 3.3984 -5.1460
H 1.9295 4.2103 -3.8768
C 2.7147 -0.2246 2.9563
O 3.5455 -0.0784 4.1381
C 3.0183 1.0220 4.8386
C 3.9766 1.3771 5.9793
C 3.9102 0.2355 6.9987
N 3.4511 2.6553 6.4291
H 2.8463 0.5973 2.2793
H 1.6760 -0.3318 3.2790
H 3.0347 -1.1440 2.4663
H 2.8794 1.8742 4.1352
H 2.0353 0.7811 5.3115
H 5.0246 1.4107 5.6002
H 2.9517 0.1484 7.4495
H 4.5325 0.5580 7.8453
H 4.2599 -0.7088 6.5910
H 2.5097 2.5645 6.8922
H 3.9669 3.0716 7.1965
C -0.6707 7.7364 -2.0673
O -1.0538 6.4376 -1.7828
C -0.1496 5.7340 -1.0457
C -0.6007 4.2752 -1.0317
C -1.8966 4.2202 -0.2178
N 0.4475 3.4655 -0.3879
H -1.5030 8.0314 -2.6925
H 0.1958 7.6667 -2.7191
H -0.4946 8.4465 -1.2695
H 0.7697 5.8396 -1.6344
H 0.0488 6.1006 -0.0672
H -0.7880 3.9634 -2.1008
H -1.6682 4.4148 0.8261
H -2.3391 3.2537 -0.1671
H -2.5990 4.9976 -0.4580
H 1.3444 3.5022 -0.8540
H 0.2053 2.4926 -0.2705
C -2.8190 -3.0365 -1.2903
O -3.7061 -4.0932 -1.5024
C -3.9943 -4.8636 -0.3618
C -4.7062 -6.1044 -0.8654
C -5.0650 -6.9948 0.3089
N -3.9646 -6.8678 -1.7981
H -2.5040 -2.7057 -2.2912
H -1.9722 -3.3385 -0.6850
H -3.2232 -2.1685 -0.7700
H -3.0832 -5.0388 0.2698
H -4.7108 -4.3212 0.2484
H -5.6245 -5.7327 -1.3271
H -4.1925 -7.4155 0.8435
H -5.6067 -7.8595 -0.0701
H -5.7462 -6.4797 1.0303
H -3.1817 -7.3190 -1.3266
H -3.4908 -6.2927 -2.5388
C 3.1857 -3.4673 4.9095
O 2.5646 -4.0913 5.9723
C 1.8569 -3.2028 6.7335
C 0.9518 -3.9789 7.6496
C 1.7642 -4.9025 8.5873
N -0.1031 -4.7458 6.9150
H 3.4498 -4.2185 4.2133
H 4.1068 -2.9023 5.1362
H 2.5217 -2.7505 4.3700
H 2.4760 -2.5028 7.2280
H 1.2303 -2.4989 6.1713
H 0.4226 -3.1885 8.1865
H 1.1620 -5.4003 9.3463
H 2.7452 -4.5819 8.9634
H 2.0362 -5.7419 7.9181
H 0.2580 -5.2871 6.1568
H -0.5977 -5.4351 7.4644
C 1.8308 -2.3460 -3.9827
O 0.9449 -2.8595 -3.0150
C 1.4777 -3.6616 -1.9981
C 2.1592 -4.9798 -2.4538
C 1.1928 -5.7874 -3.3497
N 2.4713 -5.7232 -1.1694
H 2.0181 -3.1294 -4.6983
H 2.7901 -1.9739 -3.5393
H 1.2505 -1.5464 -4.4298
H 2.2129 -3.0772 -1.4600
H 0.5981 -3.9345 -1.4038
H 3.1401 -4.7573 -2.9583
H 0.3457 -6.0588 -2.7681
H 1.6043 -6.7175 -3.8736
H 0.8708 -5.1665 -4.1588
H 2.9996 -6.5543 -1.2681
H 2.9445 -5.1426 -0.5293
C 0.4790 0.6497 -2.4875
O 0.3805 0.5828 -1.0679
C 0.3821 -0.7023 -0.5646
C -0.2876 -0.6620 0.8237
C -0.0667 -1.9684 1.5539
N -1.6619 -0.3234 0.5759
H 1.3892 0.1326 -2.8622
H 0.5231 1.6861 -2.7952
H -0.3823 0.1097 -2.9549
H -0.2033 -1.4227 -1.1808
H 1.3738 -1.0894 -0.5870
H 0.1901 0.1505 1.4363
H -0.6205 -2.7911 1.1267
H -0.2916 -1.7604 2.6240
H 1.0325 -2.2814 1.5612
H -2.1024 0.1201 1.3429
H -1.7375 0.3772 -0.1615
*
```

- Molecular weight: 980.5 g mol⁻¹
- Relative energy (zero: lowest compared OMol25 entry of this formula, charge and spin): 3.136 eV
- Orbital gap: 9.25 eV
- Electronic energy: -86496.09845 eV